Record 1
Here is 11 unconnected molecules or ions with the total composition C42H54Br8N6O in a non-equilibrium geometry from the OMol25 dataset. Energies are from the ωB97M-V functional and the def2-TZVPD basis.

```
111
Properties=species:S:1:pos:R:3:forces:R:3:mulliken_charge:R:1
C 0.760 -3.529 -5.064 0.271 0.090 0.811 -0.417
C 0.297 -4.622 -5.790 -0.179 0.613 -0.515 -0.262
C -0.844 -4.419 -6.556 -0.070 -0.098 -0.384 -0.396
N -1.463 -3.246 -6.723 0.029 -0.330 0.200 -0.550
C -1.009 -2.240 -5.992 0.141 0.350 0.120 -0.451
C 0.039 -2.351 -5.079 -0.514 0.277 -0.917 0.189
H 1.650 -3.515 -4.441 0.018 -0.517 -0.109 0.438
H 0.801 -5.566 -5.929 0.181 -0.015 0.531 0.405
H -1.247 -5.250 -7.128 -0.008 0.049 -0.018 0.385
H -1.440 -1.257 -6.178 -0.207 -0.209 0.127 0.373
H 0.287 -1.453 -4.530 0.378 -0.240 0.174 0.285
C -2.057 1.365 4.572 -0.381 -0.387 -0.321 -0.528
C -3.066 1.247 3.617 0.685 0.087 0.827 -0.845
C -3.033 0.127 2.806 -0.834 -0.590 -0.497 0.503
N -2.131 -0.857 2.850 0.290 0.262 0.816 -0.021
C -1.209 -0.766 3.822 -0.678 0.178 -0.648 -0.564
C -1.148 0.327 4.672 0.615 -0.148 0.663 -0.243
H -2.017 2.223 5.228 0.048 -0.077 0.068 0.449
H -3.847 1.995 3.620 -0.134 -0.129 -0.462 0.456
H -3.858 -0.102 2.135 0.234 0.479 -0.127 -0.105
H -0.555 -1.625 3.921 0.207 0.155 0.018 0.449
H -0.404 0.323 5.463 0.008 0.109 -0.080 0.465
C -5.595 -1.133 0.836 -0.783 -0.208 0.257 -0.479
C -5.060 -0.585 -0.316 0.123 -0.210 0.530 -0.857
C -3.903 -1.173 -0.820 -0.617 0.827 0.038 -0.105
N -3.355 -2.270 -0.320 0.194 0.184 -0.214 0.242
C -3.937 -2.812 0.745 0.108 -0.447 -0.044 -0.271
C -5.047 -2.281 1.382 0.349 -0.033 -0.332 -0.682
H -6.466 -0.703 1.324 0.038 0.106 -0.187 0.334
H -5.511 0.297 -0.749 0.167 0.028 -0.173 0.588
H -3.412 -0.638 -1.627 -0.074 -0.469 -0.134 0.494
H -3.487 -3.738 1.087 -0.010 0.056 0.144 0.399
H -5.440 -2.763 2.265 -0.074 0.086 0.022 0.435
C -3.117 3.642 -0.282 -1.074 0.072 0.334 0.386
C -4.431 3.578 0.161 -0.399 -0.152 -0.255 -0.488
C -5.254 4.693 0.014 0.398 0.081 0.445 -0.492
N -4.831 5.844 -0.486 -0.015 0.661 -0.399 -0.586
C -3.569 5.932 -0.910 -0.381 -0.793 0.616 -0.295
C -2.706 4.857 -0.797 1.374 -0.048 -0.570 -0.427
H -2.523 2.741 -0.213 0.377 0.315 -0.088 0.403
H -4.844 2.655 0.552 0.048 0.032 0.092 0.438
H -6.271 4.713 0.387 -0.063 -0.266 -0.099 0.367
H -3.218 6.869 -1.316 -0.140 0.131 -0.045 0.366
H -1.683 4.971 -1.150 -0.113 -0.013 0.036 0.392
C 4.900 -0.256 -0.187 0.259 -0.718 0.731 -0.252
C 5.756 0.807 -0.324 0.346 0.427 -0.938 -0.550
C 5.695 1.546 -1.513 -0.512 0.260 1.324 -0.503
N 4.809 1.303 -2.460 0.141 -0.186 -0.463 -0.435
C 4.004 0.250 -2.300 -0.417 -0.015 -0.130 -0.555
C 3.994 -0.579 -1.189 -0.015 0.770 0.287 0.198
H 4.975 -0.840 0.724 -0.288 -0.068 -0.076 0.456
H 6.480 1.096 0.426 -0.078 -0.147 0.123 0.410
H 6.255 2.475 -1.533 0.234 -0.094 -0.595 0.444
H 3.259 0.101 -3.076 0.105 -0.018 -0.100 0.517
H 3.220 -1.323 -1.033 0.288 -0.072 -0.259 0.251
C 0.877 3.306 3.627 0.011 -0.122 0.966 -0.247
C 1.474 4.273 4.434 -0.450 -0.495 0.267 -0.537
C 0.706 5.375 4.783 0.425 0.573 -0.788 -0.394
N -0.500 5.637 4.274 -0.134 0.346 -0.129 -0.553
C -1.033 4.739 3.461 -0.303 -1.522 0.821 -0.442
C -0.434 3.498 3.250 0.514 0.230 -1.521 -0.130
H 1.355 2.353 3.431 0.145 0.113 -0.142 0.529
H 2.434 4.091 4.899 0.139 0.207 -0.173 0.426
H 1.136 6.180 5.366 -0.048 -0.142 0.357 0.371
H -2.056 4.827 3.105 0.085 0.691 -0.028 0.418
H -0.900 2.727 2.644 -0.181 0.274 0.082 0.522
C 0.275 0.296 0.305 0.046 -0.885 0.188 1.034
C -0.663 0.759 -0.803 -0.235 0.399 -0.017 0.655
C -0.705 -0.408 -1.809 -0.078 0.045 0.632 -0.314
O 0.081 -1.439 -1.224 -0.036 -0.445 -0.201 -0.024
C 0.140 -1.221 0.174 0.056 -0.505 0.506 0.341
H -0.060 0.612 1.294 0.211 0.242 -0.011 -0.658
H 1.321 0.552 0.130 -0.109 0.210 0.092 0.172
H -0.380 1.701 -1.273 0.065 -0.046 0.090 0.660
H -1.638 0.916 -0.329 -0.101 -0.165 -0.289 -0.838
H -0.272 -0.186 -2.782 0.019 0.181 -0.031 0.379
H -1.743 -0.729 -1.934 0.457 -0.187 -0.221 -0.482
H 0.956 -1.814 0.597 0.386 0.378 -0.409 -1.177
H -0.703 -1.662 0.727 -0.497 0.502 -0.442 -0.098
Br 2.232 -3.846 -0.715 0.100 -0.599 -0.308 -0.025
C 3.250 -5.273 -1.614 -0.408 -0.232 -0.330 -0.714
C 4.124 -5.980 -0.595 -0.033 0.664 -1.191 -0.628
Br 5.056 -7.465 -1.461 -0.203 0.071 0.127 -0.187
H 3.763 -4.789 -2.439 0.426 0.062 0.267 0.447
H 2.549 -5.960 -2.088 -0.300 0.100 0.337 0.382
H 3.489 -6.353 0.196 0.326 -0.125 0.343 0.418
H 4.908 -5.287 -0.319 -0.007 -0.161 0.667 0.356
Br 4.532 0.714 5.954 -0.037 -0.151 -0.461 -0.172
C 3.504 0.034 4.402 0.553 0.126 0.712 -0.355
C 3.705 -1.444 4.237 -0.756 -0.615 -0.341 -0.547
Br 2.836 -1.855 2.507 0.079 -0.193 0.397 -0.045
H 3.790 0.563 3.501 0.200 0.270 0.148 0.382
H 2.494 0.286 4.695 -0.227 -0.163 -0.302 0.017
H 3.183 -2.034 4.985 -0.135 0.130 0.032 0.408
H 4.699 -1.866 4.160 0.301 0.610 -0.068 0.429
Br -4.323 -5.174 -2.859 0.269 0.184 -0.226 -0.166
C -2.622 -4.435 -3.503 0.047 0.309 -0.123 -0.527
C -1.563 -4.555 -2.440 -0.352 -0.285 0.862 0.235
Br -0.876 -6.387 -2.311 0.126 0.275 -0.111 -0.173
H -2.774 -3.382 -3.742 -0.244 -0.017 0.196 0.298
H -2.400 -4.934 -4.440 0.090 -0.193 0.132 0.422
H -2.023 -4.371 -1.471 0.045 0.003 -0.032 0.155
H -0.730 -3.857 -2.485 0.092 -0.141 -0.543 -0.235
Br 3.750 5.750 -2.600 0.174 -0.045 0.409 -0.133
C 3.887 5.214 -0.721 -0.691 -0.870 -0.036 -0.456
C 2.525 4.727 -0.220 0.414 0.318 -0.912 -0.728
Br 2.077 2.992 -1.038 0.095 0.730 0.325 0.036
H 4.209 6.074 -0.148 0.162 0.065 -0.024 0.456
H 4.572 4.372 -0.669 0.368 0.315 -0.058 0.181
H 1.813 5.475 -0.560 -0.462 -0.334 0.287 0.343
H 2.500 4.579 0.853 0.013 0.028 0.072 0.358
```
Forces are in eV/Å.

Properties
- molar mass (g/mol) = 1298.17
- largest force on an atom (eV Å⁻¹) = 1.8
- electronic energy (eV) = -615756.18965
- structure (SMILES) = c1ccncc1.c1ccncc1.c1ccncc1.c1ccncc1.c1ccncc1.c1ccncc1.C1CCOC1.BrCCBr.BrCCBr.BrCCBr.BrCCBr
- charge = 0

Record 2
Here is 7 unconnected molecules or ions with the total composition C7H7Cl21 from the OMol25 dataset. Energies are from the ωB97M-V functional and the def2-TZVPD basis.

```
35
Properties=species:S:1:pos:R:3:forces:R:3:mulliken_charge:R:1
Cl -2.588 -0.811 3.031 -0.026 -0.409 0.088 -0.030
C -1.948 -2.387 3.586 0.065 0.648 -0.127 -0.008
Cl -2.730 -2.859 5.089 0.241 -0.027 -0.153 -0.112
Cl -0.181 -2.251 3.726 -0.160 -0.162 0.165 -0.119
H -2.141 -3.132 2.827 -0.150 -0.003 -0.004 0.302
Cl 0.141 1.593 3.498 0.117 -0.246 0.011 -0.031
C -0.471 3.020 4.305 -0.019 0.547 -0.004 -0.053
Cl -2.099 2.784 4.919 -0.160 -0.118 0.003 -0.110
Cl -0.406 4.416 3.216 -0.027 -0.061 0.045 -0.129
H 0.157 3.251 5.156 0.100 -0.122 -0.059 0.338
Cl 1.296 2.996 -3.890 0.026 0.000 -0.115 -0.134
C -0.359 2.443 -3.616 -0.004 0.018 -0.027 0.423
Cl -0.758 1.054 -4.623 -0.022 0.015 0.057 -0.097
Cl -1.528 3.732 -3.913 0.082 0.067 0.147 -0.143
H -0.396 2.158 -2.572 -0.257 -0.091 -0.023 -0.064
Cl 0.069 -3.022 -4.677 0.033 0.194 0.009 -0.148
C 1.191 -2.514 -3.399 -0.078 -0.247 -0.363 0.309
Cl 1.844 -0.912 -3.682 0.018 0.030 0.064 -0.023
Cl 2.513 -3.683 -3.291 -0.124 -0.013 0.262 -0.119
H 0.613 -2.506 -2.485 0.211 -0.026 0.124 -0.015
Cl -3.539 2.246 -1.151 -0.198 0.153 -0.011 -0.082
C -4.095 1.312 0.241 -0.073 -0.342 -0.302 0.777
Cl -5.673 0.538 -0.043 0.351 0.068 -0.169 -0.133
Cl -4.189 2.263 1.702 0.224 0.238 0.209 -0.110
H -3.339 0.545 0.353 -0.216 -0.123 0.285 -0.439
Cl 6.368 -1.775 0.192 -0.269 0.201 -0.144 -0.143
C 5.162 -1.596 -1.110 0.375 0.274 0.100 0.413
Cl 5.785 -2.313 -2.585 -0.071 -0.198 -0.062 -0.114
Cl 4.745 0.097 -1.421 0.051 -0.142 0.283 -0.098
H 4.269 -2.102 -0.771 -0.050 -0.096 -0.206 -0.068
Cl -1.129 -0.832 -0.373 0.310 -0.236 0.221 -0.169
C 0.446 -0.519 0.398 -0.074 0.367 -0.345 0.589
Cl 1.036 1.040 -0.185 0.188 -0.109 0.064 -0.100
Cl 1.588 -1.828 0.075 -0.106 0.029 -0.023 -0.077
H 0.345 -0.449 1.474 -0.307 -0.077 -0.004 -0.282
```
Forces are in eV/Å.

Properties
- molar mass (g/mol) = 835.65
- ΔE to the lowest compared entry with this formula, charge and spin (kJ/mol) = 18.45
- largest force on an atom (eV Å⁻¹) = 0.7
- structure (SMILES) = ClC(Cl)Cl.ClC(Cl)Cl.ClC(Cl)Cl.ClC(Cl)Cl.ClC(Cl)Cl.ClC(Cl)Cl.ClC(Cl)Cl
- charge = 0

Record 3
Here is 2 unconnected molecules or ions with the total composition C9H14N3O3 in a non-equilibrium geometry from the OMol25 dataset. Energies are from the ωB97M-V functional and the def2-TZVPD basis.

```
29
Properties=species:S:1:pos:R:3:forces:R:3:mulliken_charge:R:1
C 3.069 -1.658 1.403 -0.128 -2.260 1.025 -0.398
C 2.896 -0.408 1.102 2.523 3.576 -0.203 -0.250
C 0.961 -1.235 0.899 -2.578 -0.756 -0.297 0.166
C 0.307 2.877 -0.725 1.612 3.634 1.235 -0.459
C -2.410 -2.348 0.652 -1.648 0.712 1.589 -0.491
C 0.124 3.550 -2.125 -0.284 -0.801 -0.113 -0.304
C -2.516 -0.804 0.975 0.115 -1.096 0.345 -0.492
C -0.457 1.404 -2.292 2.420 -0.297 2.185 0.044
C -0.344 -1.430 0.714 0.145 1.111 0.168 0.240
N 1.805 -2.268 1.203 2.255 4.248 0.289 -0.094
N 0.009 1.554 -1.047 -1.298 -1.146 -2.648 0.244
N -1.024 -2.637 1.014 0.105 0.215 -1.397 -0.449
O 1.611 -0.039 0.827 -0.453 -0.703 -0.517 -0.243
O -0.427 2.456 -3.011 -0.091 0.410 0.518 -0.321
O -1.241 -0.359 0.502 0.472 -0.303 -0.424 -0.540
H 3.878 -2.107 1.994 -0.310 0.066 -1.007 0.334
H 3.599 0.427 0.989 -0.246 -0.688 0.511 0.360
H 1.417 3.084 -0.348 -2.217 -0.906 -0.877 0.242
H -0.330 3.300 0.109 0.369 -0.556 -1.103 0.328
H -2.952 -3.117 1.296 -0.307 1.537 -1.218 0.361
H -2.726 -2.254 -0.398 0.546 -1.379 -0.131 0.245
H -0.591 4.345 -2.264 0.151 0.409 0.370 0.296
H 1.088 3.719 -2.557 0.331 0.610 -0.315 0.296
H -3.321 -0.215 0.535 0.140 -0.443 -0.670 0.347
H -2.588 -0.573 2.004 0.140 -0.085 1.450 0.276
H -0.530 0.423 -2.737 -0.870 -0.070 -0.018 0.432
H -0.100 0.862 -0.344 -0.212 -1.111 0.683 0.444
H 1.507 -3.152 1.226 -0.809 -3.964 0.405 0.100
H -0.714 -3.394 0.404 0.129 0.037 0.163 0.286
```
Forces are in eV/Å.

Properties
- molar mass (g/mol) = 212.23
- ΔE to the lowest compared entry with this formula, charge and spin (kJ/mol) = 202.30
- largest force on an atom (eV Å⁻¹) = 4.8
- charge = +1